A cluster of 2 separate species, C4H15N3O in total. Source: the OMol25 dataset; level of theory: ωB97M-V/def2-TZVPD.

Each line ends with the Mulliken charge.
Positions of all 23 atoms, in Å:
1 C -0.149 -1.296 -1.273  -0.48
2 C 0.771 -1.212 -0.055  -0.67
3 C 0.105 -0.953 1.237  -0.91
4 N -1.142 2.354 2.204  -0.39
5 C -0.786 1.085 2.253  -0.07
6 N -0.382 0.473 1.179  -0.15
7 N 0.547 -2.186 -2.427  -0.51
8 H -0.651 -0.378 -1.765  0.30
9 H -1.058 -1.942 -1.012  0.28
10 H 1.349 -2.111 0.151  0.44
11 H 1.683 -0.530 -0.381  0.37
12 H -0.749 -1.629 1.406  0.28
13 H 0.717 -0.938 2.175  0.51
14 H -1.329 2.871 3.141  0.21
15 H -1.154 2.886 1.381  0.18
16 H -0.647 0.362 3.111  0.32
17 H -0.090 0.977 0.219  0.15
18 H 1.391 -1.707 -2.696  0.38
19 H -0.041 -2.314 -3.221  0.39
20 H 0.757 -3.163 -2.240  0.40
21 H -0.452 3.172 -1.443  0.33
22 H 1.073 3.326 -1.149  0.31
23 O 0.237 2.852 -0.797  -0.68

Its energy above the lowest of the compared OMol25 structures with the same formula, charge and spin is 197.8 kJ/mol. The value obtained for the electronic energy is -10898.72430 eV. The multiplicity is 2. Its expectation value of S² is 0.75. As for the total charge: +1. The HOMO-LUMO gap (alpha / beta) comes out at 0.1060 / 0.3033 Eh. The calculation puts the LUMO energy (alpha / beta) at -3.47 / -3.57 eV.

=====

A cluster of 2 separate species, C4H15N3O in total. Source: the OMol25 dataset; level of theory: ωB97M-V/def2-TZVPD.

Each line ends with the Mulliken charge.
Positions of all 23 atoms, in Å:
1 C 0.343 -0.759 1.353  -0.69
2 C 0.976 0.191 0.321  -0.55
3 C 0.162 1.124 -0.438  0.56
4 C 0.326 2.536 -0.422  -0.63
5 N -0.176 3.306 -1.534  -0.22
6 N -0.913 0.611 -1.168  -0.36
7 N 0.640 -2.233 1.417  -0.30
8 H 0.878 -0.420 2.249  0.31
9 H -0.695 -0.545 1.429  0.52
10 H 1.599 -0.487 -0.424  0.43
11 H 1.704 0.902 0.806  0.45
12 H 0.430 2.900 0.588  0.44
13 H -0.973 3.932 -1.341  0.39
14 H 0.554 3.984 -1.859  0.43
15 H -0.218 2.674 -2.368  0.43
16 H -1.178 -0.376 -1.164  0.25
17 H -1.738 1.184 -0.956  0.34
18 H -0.273 -2.877 1.285  0.40
19 H 1.131 -2.516 2.270  0.39
20 H 1.304 -2.468 0.679  0.37
21 H -2.006 -3.457 0.055  0.37
22 H -0.841 -3.661 -0.870  0.34
23 O -1.036 -3.545 0.091  -0.66

Its energy above the lowest of the compared OMol25 structures with the same formula, charge and spin is 264.1 kJ/mol. The value obtained for the electronic energy is -10875.10290 eV. The multiplicity is 2. Its expectation value of S² is 0.76. As for the total charge: +3. The HOMO-LUMO gap (alpha / beta) comes out at 0.3542 / 0.2520 Eh. The calculation puts the LUMO energy (alpha / beta) at -13.10 / -15.88 eV.

=====

A cluster of 2 separate species, C4H15N3Si in total. Source: the OMol25 dataset; level of theory: ωB97M-V/def2-TZVPD.

Each line ends with the Mulliken charge.
Positions of all 23 atoms, in Å:
1 N 3.116 2.840 -1.081  -0.63
2 Si 2.523 2.418 0.327  0.37
3 N 3.131 2.964 1.806  -0.44
4 N 1.428 1.267 0.859  -0.28
5 H 3.289 2.039 -1.689  0.18
6 H 3.737 3.730 1.696  0.21
7 H 2.734 2.850 2.675  0.22
8 H 0.992 1.080 1.718  0.25
9 H 1.012 0.799 0.091  -0.03
10 C -3.330 -1.239 -0.182  -1.08
11 C -2.104 -2.315 -0.232  -0.51
12 C -0.638 -1.716 -0.064  -0.21
13 C -0.128 -0.837 -1.186  -1.40
14 H -3.419 -0.753 -1.099  0.33
15 H -3.043 -0.475 0.570  0.27
16 H -4.303 -1.669 0.115  0.32
17 H -2.299 -2.949 0.659  0.31
18 H -2.259 -2.784 -1.234  0.32
19 H -0.652 -1.094 0.807  0.22
20 H 0.012 -2.515 -0.126  0.36
21 H 0.944 -0.770 -1.240  0.43
22 H -0.397 -1.052 -2.256  0.39
23 H -0.346 0.180 -0.933  0.40

Its energy above the lowest of the compared OMol25 structures with the same formula, charge and spin is 0.0 kJ/mol. The value obtained for the electronic energy is -16739.44793 eV. The SMILES is N=[Si](N)N.CCCC. The HOMO-LUMO gap comes out at 0.3406 Eh. The calculation puts the LUMO energy at 0.38 eV.

=====

A cluster of 2 separate species, C4H15N5 in total. Source: the OMol25 dataset; level of theory: ωB97M-V/def2-TZVPD.

Each line ends with the Mulliken charge.
Positions of all 24 atoms, in Å:
1 C 2.071 1.151 0.545  -1.35
2 C 1.512 0.343 -0.583  1.02
3 C 1.964 -1.091 -0.698  -1.41
4 N 0.700 0.924 -1.366  -0.44
5 N 0.071 0.254 -2.376  -0.44
6 H 1.655 2.154 0.524  0.34
7 H 1.835 0.684 1.500  0.31
8 H 3.155 1.211 0.459  0.41
9 H 2.377 -1.287 -1.693  0.42
10 H 1.118 -1.768 -0.545  0.35
11 H 2.720 -1.311 0.046  0.35
12 H 0.538 -0.574 -2.737  0.19
13 H -0.204 0.901 -3.102  0.22
14 N -1.907 -0.336 2.334  -0.69
15 C -1.431 -0.214 0.979  0.61
16 N -1.969 -1.250 0.109  -0.70
17 N -1.797 1.106 0.494  -0.66
18 H -1.802 -1.297 2.642  0.28
19 H -2.898 -0.109 2.358  0.26
20 H -0.339 -0.381 1.013  -0.14
21 H -2.969 -1.099 0.008  0.25
22 H -1.564 -1.147 -0.816  0.24
23 H -1.228 1.345 -0.314  0.33
24 H -1.610 1.791 1.219  0.25

Its energy above the lowest of the compared OMol25 structures with the same formula, charge and spin is 25.6 kJ/mol. The value obtained for the electronic energy is -11841.27010 eV. The SMILES is CC(C)=NN.NC(N)N. The HOMO-LUMO gap comes out at 0.3634 Eh. The calculation puts the LUMO energy at 0.93 eV.